# 1
{
  "formula": "C4H17N2O4S",
  "method": "ωB97M-V with the def2-TZVPD basis set",
  "total_charge": -1,
  "relative_energy_kj_mol": 178.0,
  "elements": ["H", "N", "S", "O", "N", "H", "O", "H", "H", "H", "C", "C", "H", "H", "H", "C", "O", "H", "H", "H", "H", "H", "H", "C", "O", "H", "H", "H"],
  "positions_angstrom": [[-1.378356, 0.900754, 2.238048], [-1.127534, 1.162308, -1.743330], [0.724833, 3.070468, 1.400604], [-1.703643, -2.999326, 1.115645], [0.917879, -0.811307, -0.819835], [1.602030, 1.015431, 0.191351], [2.924216, -1.460032, 0.324773], [-1.209502, 3.286387, -0.142431], [-0.776877, -1.951369, -1.249336], [-1.022769, 0.397884, 0.107787], [1.493187, -1.596035, 0.244405], [-0.472553, 2.601800, 0.235784], [0.955270, -1.241893, 1.129540], [-0.648491, 1.854693, -2.327930], [-1.121246, -2.375714, 1.556518], [-0.502658, 1.210557, -0.417410], [-1.645859, -1.886154, -1.668392], [-1.298575, -3.144057, 0.252708], [-2.079973, 1.511846, -1.803062], [1.318712, -1.008644, -1.727276], [0.090190, 2.978090, 2.573666], [-1.676040, -0.990792, -2.044981], [1.453755, -2.676681, 0.104738], [0.954722, 0.647740, -0.604216], [-0.625032, 0.448130, 2.621820], [3.262084, -0.735082, -0.200552], [0.164680, 0.656166, 2.110206], [1.427553, 1.134840, -1.458848]],
  "forces_ev_per_angstrom": [[0.315, 0.377, -0.509], [0.123, 0.476, -1.347], [-0.315, 0.397, -0.860], [0.161, -0.402, 0.117], [0.637, -0.436, 0.143], [-0.134, -0.616, 0.547], [0.423, -0.273, 0.815], [-0.086, 0.469, 0.073], [-0.042, 0.815, -0.250], [-0.099, 0.004, 0.340], [0.686, 0.871, -1.195], [0.252, -1.239, -0.768], [0.506, -0.299, 0.355], [0.183, -0.214, 0.163], [-0.014, 0.262, 0.086], [1.133, 0.558, 0.563], [-0.418, -0.627, -0.418], [-0.343, 0.151, 0.061], [-0.104, -0.132, 0.818], [0.057, -0.376, 0.100], [-0.068, -0.140, 0.786], [0.418, 0.056, 0.389], [-0.989, -0.006, -0.064], [-1.184, 0.430, -0.282], [-0.005, -1.136, 0.894], [-0.405, 0.398, -0.023], [-0.352, 0.614, -0.139], [-0.336, 0.018, -0.396]]
}


# 2
{
  "formula": "C4H17N6",
  "method": "ωB97M-V with the def2-TZVPD basis set",
  "total_charge": 1,
  "relative_energy_kj_mol": 216.9,
  "elements": ["H", "H", "H", "N", "H", "H", "H", "H", "N", "C", "H", "C", "H", "H", "H", "H", "N", "H", "H", "N", "C", "H", "H", "N", "N", "H", "C"],
  "positions_angstrom": [[-2.174156, 1.912217, -0.079790], [-1.453118, -1.015296, 1.804819], [-1.638584, 1.473122, -1.711168], [0.619389, 1.286641, 1.471123], [-2.193788, -1.921260, -0.075343], [0.580997, 0.660870, 2.298927], [1.749602, 1.153990, -1.360565], [-2.801901, 0.098773, 1.621168], [-1.847012, -0.144417, 1.382061], [0.812467, 0.692753, 0.275465], [-0.099223, 1.967682, 1.435200], [-1.334734, -0.076213, 0.065720], [1.528688, -2.426098, -0.316993], [-0.728011, -1.993267, -0.509426], [0.609581, 2.375008, -0.900982], [3.781512, -0.749270, 0.028970], [1.111928, -1.554630, -0.634099], [1.417357, -1.486215, -1.596231], [-2.993991, 0.855539, -1.082616], [-1.588423, -1.490500, -0.616464], [-1.989957, 1.079711, -0.726815], [-1.997235, -1.276497, -1.543120], [3.382530, 0.806572, 0.352934], [3.058237, -0.073749, -0.094689], [0.843897, 1.444756, -0.867148], [1.665096, -1.063018, 1.163224], [1.678864, -0.537207, 0.215840]],
  "forces_ev_per_angstrom": [[0.279, 0.582, 0.524], [-1.044, 1.387, 0.290], [1.021, -0.570, 0.997], [1.147, -0.802, 1.297], [-4.422, -2.555, 3.027], [-0.226, 0.838, -1.048], [-1.791, 1.187, 0.413], [-0.035, -0.378, -0.186], [1.363, -1.294, 0.370], [-2.692, -0.596, -0.591], [-0.599, 0.715, 0.481], [0.816, 1.412, -0.498], [-0.014, -0.143, -0.195], [1.359, -0.094, -1.203], [-0.488, 2.388, 0.200], [0.215, -0.656, 0.089], [1.196, -0.984, -0.449], [-0.018, 0.375, -0.330], [-0.691, -0.568, 0.413], [1.688, 4.464, -2.835], [-0.683, -0.923, -1.044], [0.795, -0.946, 0.378], [-0.828, -0.944, -0.235], [-0.635, 0.859, -0.466], [3.398, -3.613, -1.138], [-0.145, 0.477, 0.788], [1.035, 0.380, 0.950]]
}


# 3
{
  "formula": "C4H17NO4",
  "method": "ωB97M-V with the def2-TZVPD basis set",
  "relative_energy_kj_mol": 6.3,
  "elements": ["H", "C", "H", "C", "H", "H", "H", "O", "H", "H", "O", "H", "O", "H", "H", "H", "H", "H", "H", "N", "O", "H", "H", "C", "C", "H"],
  "positions_angstrom": [[-1.762432, -1.750588, -1.781226], [1.746024, 1.288590, 1.670196], [-2.412957, -1.954896, 0.945289], [1.313341, 1.116429, 0.238164], [-0.504631, -3.445851, 0.184469], [0.399234, 2.948014, 0.075539], [1.037149, 1.801924, 2.310768], [-2.013883, -1.394073, -2.654702], [2.179263, -0.630113, -2.511197], [-2.660208, -0.726196, -2.400181], [-0.872478, -2.616587, -0.129269], [-1.566278, 0.874203, 1.041421], [-1.763907, 0.972680, 1.984457], [-2.570357, -0.878098, 2.076212], [2.700015, -0.402046, -0.214499], [-0.859806, 0.997620, 2.327315], [-0.204286, -1.919125, -0.041234], [0.120555, 1.938664, -1.173723], [1.775968, 1.087638, -2.523766], [0.277035, 1.975650, -0.165826], [-3.000013, -1.644147, 1.658883], [0.536684, -0.208931, -2.204846], [2.667630, 1.857267, 1.781391], [1.561181, 0.129716, -2.051816], [1.920565, 0.253014, -0.574670], [1.956591, 0.329243, 2.132852]],
  "forces_ev_per_angstrom": [[0.022, -0.257, -0.535], [0.353, -0.152, 0.359], [-0.152, 0.218, 0.561], [0.613, 0.464, 0.533], [0.181, 0.054, 0.045], [0.053, 0.005, 0.425], [-0.392, 0.096, -0.109], [0.085, 0.135, 0.842], [0.238, -0.038, -0.190], [-0.111, 0.039, -0.291], [-0.107, 0.559, -0.243], [-0.291, 0.290, -0.068], [0.570, -0.267, -0.129], [-0.082, -0.185, -0.349], [-0.014, 0.032, 0.325], [-0.264, 0.090, 0.283], [0.076, -0.432, 0.112], [0.012, -0.077, 0.335], [-0.298, -0.012, -0.403], [-0.266, -0.239, -1.016], [0.112, -0.090, -0.162], [-0.185, 0.337, -0.150], [0.115, 0.152, -0.305], [0.414, -0.117, 0.922], [-0.650, -0.401, -0.800], [-0.031, -0.203, 0.008]]
}


# 4
{
  "formula": "C4H18BrO7",
  "method": "ωB97M-V with the def2-TZVPD basis set",
  "total_charge": -1,
  "relative_energy_kj_mol": 0.0,
  "elements": ["C", "O", "C", "H", "H", "H", "H", "O", "H", "Br", "C", "H", "O", "H", "H", "H", "H", "O", "H", "H", "H", "C", "O", "H", "H", "H", "H", "O", "O", "H"],
  "positions_angstrom": [[-1.830410, -1.316629, -2.116851], [-0.709264, -0.509978, -2.381420], [-2.916044, -0.584777, -1.386749], [3.082178, -0.567825, -0.787297], [0.561758, 3.249624, -1.077769], [-3.113932, 0.374907, -1.866912], [-0.279693, 1.699111, -1.099510], [-0.526297, 1.573345, 1.643285], [3.946536, -2.728928, 2.184114], [0.814942, -1.669829, 0.472181], [0.331692, 2.368463, -0.475334], [-2.422555, -1.057034, 0.444713], [1.560713, 1.758601, -0.146828], [1.355010, 1.001172, 0.430033], [3.536706, 0.777921, -1.287284], [-1.505678, 2.980424, 0.446350], [-0.953988, 0.837635, 1.184073], [3.507275, -3.287142, 1.536786], [-3.842829, -1.174165, -1.439697], [-1.580909, -2.249401, -1.598636], [-0.072651, 3.522647, 1.329417], [-0.493549, 2.689360, 0.760019], [-0.199089, -0.934387, 3.536955], [-2.224749, -1.657208, -3.089736], [-0.065638, -0.755196, -1.697478], [-0.056121, 0.013000, 3.432108], [0.067370, -1.291063, 2.666241], [3.877017, -0.024536, -0.876866], [-2.534356, -0.241177, -0.060583], [2.686555, -2.796934, 1.322675]],
  "forces_ev_per_angstrom": [[-0.276, -0.489, -1.057], [0.134, -0.314, 0.327], [-0.012, 0.409, 0.138], [0.005, -0.106, 0.227], [-0.092, 0.138, 0.160], [0.032, -0.047, -0.150], [0.148, -0.017, -0.039], [-0.080, 0.288, -0.069], [-0.005, 0.040, -0.036], [-0.140, 0.142, -0.301], [-0.206, -0.470, -0.149], [0.223, 0.085, -0.031], [0.019, 0.112, 0.065], [0.135, 0.017, -0.157], [-0.074, 0.052, 0.216], [0.023, -0.036, 0.039], [-0.080, -0.101, -0.111], [-0.150, 0.060, 0.092], [0.025, 0.002, 0.282], [0.245, 0.189, 0.253], [0.092, -0.134, 0.005], [0.006, 0.114, 0.144], [-0.022, -0.034, -0.088], [-0.096, 0.198, 0.107], [0.261, 0.221, 0.119], [-0.036, 0.016, -0.075], [-0.002, 0.080, 0.245], [0.050, -0.023, -0.303], [-0.378, -0.193, 0.206], [0.254, -0.198, -0.060]]
}


# 5
{
  "formula": "C4H18HfO14S2",
  "method": "ωB97M-V with the def2-TZVPD basis set",
  "total_charge": -2,
  "relative_energy_kj_mol": 131.9,
  "elements": ["H", "H", "H", "O", "C", "O", "C", "H", "S", "H", "H", "H", "H", "O", "H", "O", "O", "O", "C", "O", "O", "S", "H", "Hf", "O", "O", "O", "O", "O", "H", "H", "H", "C", "H", "H", "O", "H", "H", "H"],
  "positions_angstrom": [[-15.463669, -10.703599, -14.976801], [-14.144241, -11.754956, -12.891017], [-16.294032, -7.506897, -13.190123], [-18.870347, -6.690802, -8.800210], [-14.448286, -10.478778, -14.635618], [-20.899276, -7.171095, -10.072345], [-18.821505, -10.961314, -15.244356], [-18.092481, -11.642304, -15.712796], [-19.687373, -7.723909, -9.475484], [-20.301432, -11.432494, -11.486274], [-13.523978, -10.153497, -12.793824], [-16.928907, -12.592585, -11.347327], [-20.337926, -9.652838, -15.971669], [-19.511192, -8.120217, -13.052426], [-19.664793, -10.771646, -17.215276], [-18.280973, -10.265736, -14.178337], [-19.947361, -10.589075, -11.779007], [-16.325778, -9.352032, -10.069956], [-19.434980, -10.123902, -16.362839], [-17.979125, -10.679329, -9.827873], [-16.895372, -7.645681, -12.452733], [-16.871975, -10.171400, -8.954171], [-14.237464, -9.451015, -14.940227], [-17.745409, -9.761605, -11.890962], [-18.801211, -8.369099, -10.512326], [-19.988685, -8.623797, -8.357707], [-17.579473, -12.160855, -11.914336], [-17.390927, -9.359744, -7.880637], [-15.995323, -11.257518, -8.477424], [-20.619090, -9.933427, -11.546999], [-18.740314, -9.418662, -16.823141], [-20.250948, -7.553974, -12.799882], [-14.424093, -10.711881, -13.105083], [-19.769716, -8.526282, -13.889484], [-19.591148, -11.655991, -14.870868], [-15.523784, -10.298870, -12.418762], [-17.775385, -12.794675, -12.610101], [-16.914534, -6.810324, -11.973014], [-13.765159, -11.122033, -15.198861]],
  "forces_ev_per_angstrom": [[-0.025, -0.005, -0.118], [-0.276, -0.358, -0.154], [0.112, -0.448, 0.006], [0.126, 1.085, -1.819], [-0.870, -0.441, -0.179], [-0.791, -0.072, -1.918], [0.581, -0.337, 0.944], [0.393, 0.030, -0.078], [1.358, 1.310, 5.647], [0.499, -0.089, 0.338], [0.127, 0.099, 0.448], [0.057, 0.589, 0.431], [-0.015, 0.315, -0.366], [-0.414, -0.099, -0.805], [-0.492, -0.212, 0.182], [0.327, 0.748, 0.941], [-0.516, -0.130, -0.563], [2.382, 1.661, -1.761], [0.167, -0.288, -0.128], [-2.435, -2.958, -1.714], [0.306, 0.057, -0.470], [-0.307, 0.702, 1.309], [0.000, 0.131, 0.288], [1.627, 0.151, 3.648], [0.505, -0.938, -2.887], [-1.309, -1.488, -1.495], [-0.460, -0.614, -0.325], [0.809, -0.546, -0.047], [-0.275, 0.375, -0.853], [0.395, 0.396, 0.334], [0.056, 0.368, 0.587], [0.195, 0.034, 0.831], [0.483, 0.748, -0.290], [0.385, -0.240, -0.016], [-0.416, -0.049, -0.112], [-2.055, 0.601, -0.291], [0.053, 0.353, -0.354], [-0.458, -0.353, 0.643], [0.173, -0.090, 0.167]]
}


# 6
{
  "formula": "C4H18N2O3",
  "method": "ωB97M-V with the def2-TZVPD basis set",
  "relative_energy_kj_mol": 269.1,
  "elements": ["H", "C", "H", "H", "H", "H", "C", "H", "O", "N", "H", "C", "H", "H", "C", "H", "O", "H", "O", "N", "H", "H", "H", "H", "H", "H", "H"],
  "positions_angstrom": [[3.186301, 0.736256, 0.640179], [1.357567, 0.464659, -0.987281], [2.265711, 1.294147, -1.145020], [0.564087, 1.174233, -0.910174], [0.900522, 1.234249, 2.019456], [3.283350, -0.504140, 1.617886], [1.113250, -0.168174, -2.323017], [-1.697281, 1.668872, 0.085453], [-3.679430, 0.228229, -1.662402], [1.682598, 0.654041, 2.308155], [-0.870102, -1.365211, 3.227288], [-0.337132, -0.921916, -2.288530], [-2.991138, -0.113751, -2.206115], [2.141516, 1.001027, 3.065595], [2.482593, 0.152540, 1.192926], [-2.106713, 1.037799, 1.530586], [-2.453709, 1.549441, 0.787162], [0.750353, -1.085910, 0.440377], [-0.583703, -1.709486, 2.319318], [1.542396, -0.446910, 0.198076], [1.131943, 0.539014, -3.159337], [-0.195748, -1.846670, -1.418377], [-0.952026, -0.136300, -1.853795], [0.186991, -1.222007, 2.098887], [-0.599793, -1.347949, -3.254904], [-3.246008, 0.853377, -0.964647], [1.710133, -1.075086, -2.474171]],
  "forces_ev_per_angstrom": [[-0.360, 1.620, -0.571], [2.410, 1.485, -0.114], [-1.740, -2.632, 0.859], [-1.215, 0.613, 0.763], [0.465, 0.100, -0.003], [-1.214, -0.625, 0.042], [-1.915, -3.106, -0.222], [-1.876, -0.470, 2.467], [0.016, 2.093, 2.287], [-1.499, -1.055, -2.727], [0.796, -0.748, -2.020], [2.722, -0.860, 2.979], [0.905, -0.313, -0.490], [1.627, 1.220, 2.386], [-1.007, -2.217, 0.574], [0.184, -0.084, -0.437], [1.899, 0.613, -2.121], [1.335, 1.249, -0.259], [-2.066, -0.111, 2.095], [1.249, 1.217, -1.262], [0.213, -0.151, 0.271], [-0.726, 2.589, -2.658], [-0.887, -0.479, -0.325], [1.269, 0.989, 0.273], [-0.303, 0.174, 0.230], [-1.180, -1.920, -1.728], [0.900, 0.804, -0.290]]
}


Calculated HOMO-LUMO gap in order - 5.2933, 8.1345, 9.0961, 9.0000, 4.8275, 9.4169 eV